Arrangement one

Density functional theory data (the ωB97M-V functional and the def2-TZVPD basis) for one molecule with the formula C2H5BrO.

SMILES string: C[C@H](O)Br
LUMO energy, eV: 0.913

Positions of all 9 atoms, in Å:
1 C 0.74 0.70 -0.08
2 C -0.38 -0.30 0.35
3 O -0.04 -1.50 -0.15
4 Br -2.17 0.29 -0.06
5 H 0.91 0.61 -1.22
6 H 0.34 1.78 0.16
7 H 1.70 0.55 0.45
8 H -0.59 -0.49 1.49
9 H -0.51 -1.63 -0.94

Arrangement two

Density functional theory data (the ωB97M-V functional and the def2-TZVPD basis) for a 2-piece molecular cluster, C2H5BrO overall.

LUMO energy (spin up / spin down), eV: -0.454 / -0.454

Positions of all 9 atoms, in Å:
1 C 0.33 -0.66 -0.32
2 C 0.42 0.42 0.62
3 O -0.98 1.66 -0.44
4 Br 1.83 1.65 0.54
5 H 1.13 -1.45 -0.28
6 H -0.61 -1.17 -0.35
7 H 0.32 -0.20 -1.28
8 H -0.24 0.56 1.40
9 H -1.46 2.31 0.18

So which one wins? Going from most stable to least: arrangement one, arrangement two.

Arrangement one

Density functional theory data (the ωB97M-V functional and the def2-TZVPD basis) for one molecule with the formula C3H5FN2O2.

SMILES string: C[C@@H](/C=N\F)ON=O
LUMO energy, eV: 0.341

Positions of all 13 atoms, in Å:
1 C 0.23 -0.02 -0.44
2 C -0.22 -1.17 0.42
3 C 1.66 0.46 -0.03
4 N -1.28 -1.79 0.37
5 N -1.69 0.92 0.47
6 O -0.75 1.07 -0.50
7 O -2.37 1.89 0.50
8 F -2.23 -1.33 -0.60
9 H 0.56 -0.42 -1.45
10 H 0.52 -1.44 1.16
11 H 2.30 -0.39 -0.14
12 H 1.84 1.29 -0.79
13 H 1.45 0.93 1.03

Arrangement two

Density functional theory data (the ωB97M-V functional and the def2-TZVPD basis) for one molecule with the formula C3H5FN2O2.

SMILES string: C/C=C/N(F)[N+](=O)[O-]
LUMO energy, eV: 0.623

Positions of all 13 atoms, in Å:
1 C -0.33 0.62 -0.74
2 C -0.42 -0.31 0.20
3 C -0.66 0.23 -2.20
4 N 0.16 0.00 1.56
5 N 1.14 -0.58 2.21
6 O 1.39 -1.71 1.87
7 O 1.58 -0.02 3.18
8 F -0.40 1.17 2.11
9 H 0.12 1.61 -0.70
10 H -0.76 -1.37 -0.03
11 H -0.93 -0.86 -2.10
12 H -1.25 0.90 -2.66
13 H 0.35 0.32 -2.71

So which one wins? Going from most stable to least: arrangement one, arrangement two.

Arrangement one

Density functional theory data (the ωB97M-V functional and the def2-TZVPD basis) for a 2-piece molecular cluster, C4H15N3O overall.

SMILES string: C[C@H](CN)NCN.O
LUMO energy, eV: 0.865

Positions of all 23 atoms, in Å:
1 C -0.20 1.25 0.93
2 N 1.08 1.42 1.61
3 C -0.54 -0.15 0.46
4 C -1.70 -0.77 1.31
5 N -0.81 -0.11 -1.02
6 C -0.10 -1.29 -1.79
7 N 1.27 -1.44 -1.60
8 H -0.99 1.70 1.55
9 H -0.22 1.86 0.01
10 H 1.17 2.24 2.19
11 H 1.23 0.64 2.24
12 H 0.33 -0.81 0.47
13 H -1.88 -0.50 2.34
14 H -2.67 -0.67 0.81
15 H -1.50 -1.86 1.36
16 H -1.81 -0.16 -1.20
17 H -0.42 -0.93 -2.77
18 H -0.74 -2.17 -1.65
19 H 1.74 -0.53 -1.42
20 H 1.47 -1.87 -0.69
21 H 2.08 1.37 -0.31
22 H 1.15 1.48 -1.53
23 O 2.07 1.30 -1.28

Arrangement two

Density functional theory data (the ωB97M-V functional and the def2-TZVPD basis) for a 2-piece molecular cluster, C4H15N3O overall.

SMILES string: NCCNCCN.O
LUMO energy, eV: 0.637

Positions of all 23 atoms, in Å:
1 C 0.92 0.28 -1.68
2 N -0.32 -0.51 -1.85
3 C -0.90 -1.25 -0.70
4 C -1.91 -0.57 0.22
5 N -1.55 0.56 1.13
6 C 0.90 1.62 -0.89
7 N 1.63 1.51 0.35
8 H 1.19 0.45 -2.72
9 H 1.69 -0.39 -1.33
10 H -1.07 0.11 -2.12
11 H -0.09 -1.58 -0.04
12 H -1.41 -2.09 -1.15
13 H -2.83 -0.23 -0.26
14 H -2.27 -1.39 0.85
15 H -1.11 0.25 1.99
16 H -0.79 0.95 0.58
17 H -0.15 1.95 -0.85
18 H 1.25 2.32 -1.64
19 H 1.03 1.26 1.12
20 H 2.29 2.23 0.59
21 H 1.03 -2.15 3.49
22 H 1.65 -1.71 2.20
23 O 0.83 -1.63 2.71

So which one wins? Going from most stable to least: arrangement one, arrangement two.

Arrangement one

Density functional theory data (the ωB97M-V functional and the def2-TZVPD basis) for one molecule with the formula C5H6Br2.

SMILES string: C=C1C[C@H](Br)[C@H]1Br
LUMO energy, eV: 0.197

Positions of all 13 atoms, in Å:
1 C 0.10 -0.58 0.37
2 C 0.75 -1.66 0.65
3 C 0.32 0.85 0.79
4 C -0.72 -0.24 -0.75
5 C -0.25 1.30 -0.54
6 Br -0.44 -1.13 -2.53
7 Br -1.62 2.64 -0.17
8 H 0.38 -2.61 0.30
9 H 1.60 -1.82 1.41
10 H -0.20 1.07 1.69
11 H 1.44 1.02 0.85
12 H -1.75 -0.41 -0.65
13 H 0.37 1.56 -1.41

Arrangement two

Density functional theory data (the ωB97M-V functional and the def2-TZVPD basis) for a 2-piece molecular cluster, C5H6Br2 overall.

LUMO energy (spin up / spin down), eV: -2.823 / -2.815

Positions of all 13 atoms, in Å:
1 C 1.05 1.66 -0.21
2 C -0.84 -1.29 0.90
3 C 0.60 1.17 0.94
4 C -0.37 -1.49 -0.23
5 C 0.08 -1.96 -1.49
6 Br -0.41 1.81 2.21
7 Br -2.01 4.02 3.03
8 H 1.89 1.22 -0.79
9 H 0.47 2.43 -0.69
10 H -1.13 -1.12 1.88
11 H -0.51 -2.77 -1.87
12 H 0.97 -2.49 -1.47
13 H 0.20 -1.18 -2.22

So which one wins? Going from most stable to least: arrangement one, arrangement two.

Arrangement one

Density functional theory data (the ωB97M-V functional and the def2-TZVPD basis) for a 2-piece molecular cluster, H3NO2S overall.

LUMO energy (spin up / spin down), eV: -1.636 / -0.926

Positions of all 7 atoms, in Å:
1 N 0.90 0.45 0.19
2 O -0.58 1.46 1.91
3 O -0.93 2.30 -0.46
4 S -0.59 1.26 0.48
5 H 1.36 0.33 -0.81
6 H 1.03 -0.30 0.89
7 H -2.29 -0.34 -0.50

Arrangement two

Density functional theory data (the ωB97M-V functional and the def2-TZVPD basis) for a 2-piece molecular cluster, H3NO2S overall.

LUMO energy (spin up / spin down), eV: -2.041 / -1.898

Positions of all 7 atoms, in Å:
1 N 0.45 -0.19 -0.40
2 O -2.58 1.48 -0.15
3 O -1.41 -1.89 -0.14
4 S -1.07 -0.55 0.25
5 H 0.72 0.77 -0.22
6 H 0.52 -0.40 -1.39
7 H -0.57 -0.64 1.59

So which one wins? Going from most stable to least: arrangement one, arrangement two.

Arrangement one

Density functional theory data (the ωB97M-V functional and the def2-TZVPD basis) for C18H54AlN10O6P3 as an isolated structure.

LUMO energy, eV: -10.839
Charge: +2

Positions of all 92 atoms, in Å:
1 Al -0.46 -4.37 -1.43
2 N -1.58 -0.87 0.51
3 O -2.75 -0.58 0.78
4 O -0.66 -0.09 0.81
5 O -1.34 -1.95 -0.06
6 O -0.55 -1.99 -3.16
7 P -0.57 -0.67 -3.81
8 N -2.00 0.20 -3.51
9 C -3.30 -0.27 -4.04
10 C -2.17 0.97 -2.29
11 N -0.49 -0.73 -5.47
12 C -1.02 0.28 -6.37
13 C 0.43 -1.70 -6.09
14 N 0.67 0.39 -3.38
15 C 0.75 1.77 -3.89
16 C 1.19 0.25 -2.02
17 H -3.46 -1.30 -3.72
18 H -3.32 -0.16 -5.12
19 H -4.10 0.40 -3.73
20 H -1.26 1.46 -1.94
21 H -2.49 0.37 -1.43
22 H -2.95 1.71 -2.48
23 H -1.62 1.06 -5.90
24 H -0.25 0.69 -7.03
25 H -1.67 -0.25 -7.08
26 H 0.42 -2.58 -5.44
27 H 0.12 -2.03 -7.08
28 H 1.44 -1.30 -6.06
29 H 1.75 1.85 -4.33
30 H 0.11 1.94 -4.74
31 H 0.61 2.48 -3.08
32 H 0.71 0.85 -1.24
33 H 2.24 0.56 -1.99
34 H 1.13 -0.78 -1.66
35 O -4.70 1.24 2.77
36 P -3.65 2.07 3.38
37 N -4.20 3.52 4.05
38 C -3.35 4.62 4.53
39 C -5.65 3.74 3.92
40 N -2.42 2.54 2.30
41 C -1.08 2.89 2.74
42 C -2.68 2.71 0.88
43 N -2.87 1.30 4.66
44 C -3.60 1.17 5.92
45 C -1.87 0.30 4.33
46 H -2.93 5.13 3.66
47 H -2.61 4.20 5.22
48 H -4.01 5.32 5.02
49 H -6.16 3.05 4.60
50 H -5.99 3.52 2.90
51 H -5.93 4.77 4.09
52 H -1.04 3.99 2.75
53 H -0.83 2.48 3.71
54 H -0.32 2.71 1.97
55 H -3.33 3.59 0.75
56 H -1.80 3.00 0.32
57 H -3.19 1.85 0.46
58 H -4.53 0.63 5.72
59 H -3.02 0.63 6.66
60 H -3.85 2.18 6.26
61 H -1.69 0.32 3.26
62 H -2.07 -0.72 4.68
63 H -0.92 0.51 4.83
64 O 2.06 -3.25 -0.32
65 P 3.32 -2.62 0.15
66 N 4.39 -3.72 0.81
67 C 4.49 -5.02 0.13
68 C 5.43 -3.47 1.79
69 N 3.11 -1.48 1.39
70 C 2.59 -1.88 2.68
71 C 2.71 -0.12 1.00
72 N 4.18 -1.76 -1.01
73 C 5.59 -1.43 -0.80
74 C 3.90 -2.09 -2.43
75 H 3.52 -5.28 -0.30
76 H 4.56 -5.79 0.90
77 H 5.30 -5.07 -0.60
78 H 5.39 -4.20 2.59
79 H 5.30 -2.48 2.24
80 H 6.44 -3.44 1.37
81 H 2.90 -1.21 3.49
82 H 1.49 -1.81 2.71
83 H 2.83 -2.92 2.87
84 H 1.63 -0.02 0.83
85 H 2.90 0.47 1.91
86 H 3.30 0.24 0.17
87 H 6.18 -2.34 -0.96
88 H 5.94 -0.63 -1.45
89 H 5.79 -1.15 0.23
90 H 4.41 -1.37 -3.06
91 H 2.82 -2.01 -2.52
92 H 4.28 -3.08 -2.67

Arrangement two

Density functional theory data (the ωB97M-V functional and the def2-TZVPD basis) for C18H54AlN10O6P3 as an isolated structure.

LUMO energy, eV: -10.241
Charge: +2

Positions of all 92 atoms, in Å:
1 Al 2.83 -2.78 -4.96
2 N 0.53 -1.85 -1.78
3 O -0.16 -2.50 -0.93
4 O 0.92 -0.74 -1.60
5 O 0.72 -2.38 -2.88
6 O 0.92 -2.57 2.36
7 P 1.54 -1.34 2.94
8 N 2.97 -0.82 2.21
9 C 3.28 -1.10 0.81
10 C 3.83 0.15 2.87
11 N 1.77 -1.48 4.62
12 C 0.65 -1.57 5.53
13 C 2.93 -2.19 5.09
14 N 0.64 0.04 2.75
15 C 0.76 1.34 3.48
16 C 0.06 0.28 1.50
17 H 3.51 -0.14 0.34
18 H 2.34 -1.38 0.33
19 H 4.03 -1.89 0.81
20 H 3.57 0.25 3.93
21 H 3.66 1.13 2.44
22 H 4.89 -0.05 2.70
23 H 0.92 -2.03 6.49
24 H 0.18 -0.58 5.54
25 H -0.05 -2.32 5.17
26 H 2.75 -3.24 5.34
27 H 3.72 -2.06 4.35
28 H 3.37 -1.67 5.95
29 H 1.68 1.88 3.25
30 H -0.13 1.96 3.43
31 H 0.89 1.00 4.51
32 H -0.25 -0.61 0.96
33 H 0.76 0.80 0.84
34 H -0.72 1.04 1.55
35 O 2.00 -0.03 -4.26
36 P 2.04 1.45 -4.45
37 N 3.52 2.28 -3.94
38 C 3.85 2.22 -2.56
39 C 4.68 1.99 -4.77
40 N 0.77 2.30 -3.62
41 C -0.54 1.63 -3.70
42 C 0.79 3.77 -3.40
43 N 1.79 1.96 -6.13
44 C 2.07 3.33 -6.60
45 C 0.85 1.24 -6.97
46 H 4.90 2.34 -2.31
47 H 3.47 1.27 -2.19
48 H 3.30 2.97 -1.99
49 H 5.33 2.87 -4.75
50 H 4.37 2.03 -5.81
51 H 5.27 1.10 -4.57
52 H -1.22 2.10 -2.99
53 H -0.97 1.68 -4.70
54 H -0.52 0.54 -3.62
55 H 0.12 3.97 -2.56
56 H 1.83 4.06 -3.29
57 H 0.32 4.23 -4.27
58 H 2.35 3.20 -7.65
59 H 1.27 4.05 -6.44
60 H 2.91 3.75 -6.05
61 H -0.15 1.62 -6.82
62 H 1.03 0.18 -6.78
63 H 1.16 1.40 -8.01
64 O -2.20 -2.87 1.67
65 P -3.30 -1.85 1.77
66 N -4.74 -2.34 2.53
67 C -4.67 -3.29 3.61
68 C -6.07 -1.68 2.35
69 N -3.77 -1.24 0.20
70 C -4.79 -1.87 -0.64
71 C -2.90 -0.47 -0.70
72 N -2.94 -0.51 2.82
73 C -2.20 -0.69 4.06
74 C -3.87 0.61 2.82
75 H -4.41 -2.82 4.56
76 H -3.92 -4.05 3.40
77 H -5.64 -3.79 3.67
78 H -6.32 -1.15 3.26
79 H -6.83 -2.41 2.08
80 H -5.88 -1.06 1.47
81 H -5.48 -2.52 -0.10
82 H -5.38 -1.14 -1.20
83 H -4.29 -2.50 -1.38
84 H -2.35 -1.21 -1.26
85 H -3.38 0.33 -1.27
86 H -2.16 0.09 -0.12
87 H -1.49 -1.52 3.97
88 H -1.60 0.19 4.30
89 H -2.88 -0.88 4.89
90 H -3.40 1.58 2.98
91 H -4.57 0.41 3.63
92 H -4.48 0.53 1.92

So which one wins? Going from most stable to least: arrangement one, arrangement two.

Arrangement one

Density functional theory data (the ωB97M-V functional and the def2-TZVPD basis) for one molecule with the formula C10H9NO.

SMILES string: ONc1cccc2ccccc12
LUMO energy, eV: -0.145

Positions of all 21 atoms, in Å:
1 C -1.13 0.03 -0.24
2 C -1.41 1.44 -0.37
3 C -0.54 2.58 0.00
4 C 0.72 2.18 0.13
5 C 1.18 0.83 0.16
6 C 2.54 0.37 0.30
7 C 2.86 -0.94 0.02
8 C 1.90 -1.93 -0.15
9 C 0.57 -1.69 -0.18
10 C 0.19 -0.35 0.00
11 H -3.30 -2.35 0.66
12 H -2.93 -0.03 -0.85
13 H -2.56 1.81 -0.08
14 H -0.89 3.68 -0.06
15 H 1.67 2.84 0.04
16 H 3.26 0.99 0.54
17 H 4.02 -1.03 0.43
18 H 2.06 -3.03 -0.57
19 H -0.15 -2.49 -0.69
20 N -2.32 -0.76 -0.49
21 O -3.29 -1.28 0.76

Arrangement two

Density functional theory data (the ωB97M-V functional and the def2-TZVPD basis) for C10H9NO as an isolated structure.

LUMO energy, eV: 0.460

Positions of all 21 atoms, in Å:
1 C -1.84 1.41 0.09
2 C -2.43 0.36 -0.58
3 C -1.45 -0.68 -0.93
4 C -0.12 -0.81 -0.67
5 C 0.69 -1.98 -0.93
6 C 1.89 -2.13 -0.26
7 C 2.40 -0.99 0.47
8 C 1.73 0.04 0.57
9 C 0.38 0.18 0.16
10 C -0.46 1.31 0.38
11 H -3.42 3.03 -0.32
12 H -2.39 2.90 1.62
13 H -3.39 0.50 -0.96
14 H -1.89 -1.43 -1.61
15 H 0.32 -2.90 -1.41
16 H 2.57 -3.02 -0.34
17 H 4.04 -0.24 1.16
18 H 2.24 0.87 1.10
19 H -0.06 2.00 1.08
20 N -2.36 2.87 0.26
21 O 3.56 -1.30 1.12

So which one wins? Going from most stable to least: arrangement two, arrangement one.

Arrangement one

Density functional theory data (the ωB97M-V functional and the def2-TZVPD basis) for one molecule with the formula C5H12NO.

LUMO energy (spin up / spin down), eV: 0.539 / 0.476
Spin multiplicity: 2

Positions of all 19 atoms, in Å:
1 O -1.98 -1.62 -1.34
2 C -1.78 -0.94 -0.24
3 C -0.31 -0.80 0.21
4 C -0.01 0.70 0.52
5 C 1.07 0.87 1.58
6 C 0.28 1.52 -0.74
7 N 0.33 -1.38 -1.01
8 H -2.62 -0.87 0.49
9 H -0.09 -1.45 1.10
10 H -0.97 1.05 0.92
11 H 1.48 1.88 1.46
12 H 1.93 0.19 1.55
13 H 0.62 0.54 2.55
14 H -0.41 1.27 -1.57
15 H 1.28 1.25 -1.08
16 H 0.14 2.57 -0.36
17 H -0.59 -1.92 -1.41
18 H 0.60 -0.72 -1.73
19 H 1.01 -2.13 -0.89

Arrangement two

Density functional theory data (the ωB97M-V functional and the def2-TZVPD basis) for one molecule with the formula C5H12NO.

LUMO energy (spin up / spin down), eV: 0.872 / 0.824
Spin multiplicity: 2

Positions of all 19 atoms, in Å:
1 C 2.12 -0.68 -0.30
2 O 1.86 -2.07 -0.07
3 C 1.37 0.16 0.73
4 C -0.07 -0.29 0.98
5 C -0.99 -0.24 -0.22
6 C -2.78 1.45 -0.74
7 N -1.48 1.10 -0.48
8 H 1.78 -0.48 -1.32
9 H 3.17 -0.47 -0.26
10 H 1.85 -2.53 -0.92
11 H 1.95 0.16 1.64
12 H 1.37 1.21 0.39
13 H -0.47 0.14 1.89
14 H 0.04 -1.33 1.29
15 H -1.88 -0.84 -0.01
16 H -0.51 -0.67 -1.10
17 H -2.90 2.49 -1.00
18 H -3.58 1.03 -0.13
19 H -0.85 1.87 -0.37

So which one wins? Going from most stable to least: arrangement two, arrangement one.